No. 1
Below is C22H55N2O7 as an isolated structure, with properties calculated with wB97M-V/def2-TZVPD.

```
86
Properties=species:S:1:pos:R:3:forces:R:3
N 4.787 -1.348 -0.459 0.49 -0.29 -0.07
C 3.852 -2.133 -1.275 -1.00 2.10 0.49
C 2.668 -2.397 -0.609 1.62 -3.35 -1.26
O 1.833 -0.960 0.081 -1.22 0.93 0.58
N 1.087 -0.388 -0.811 0.64 0.00 0.33
O 1.699 0.410 -1.504 -0.17 0.19 -0.37
H 5.501 -0.967 -1.067 0.17 -0.11 0.06
H 4.299 -0.531 -0.090 -0.19 -0.09 -0.07
H 3.648 -1.626 -2.230 0.27 -0.46 -0.30
H 1.931 -2.870 -1.255 -0.41 0.45 0.07
H 2.747 -2.965 0.313 -0.17 0.68 0.50
C 8.179 -2.111 4.757 -0.01 -0.01 -0.07
C 8.247 -0.632 4.408 0.00 0.03 0.07
O 8.021 -0.344 3.047 -0.01 0.02 -0.03
C 6.752 -0.745 2.529 -0.06 -0.01 -0.04
C 5.564 -0.106 3.224 0.05 0.03 0.06
H 8.895 -2.677 4.159 0.00 -0.01 0.00
H 8.415 -2.254 5.814 0.02 0.00 0.00
H 7.188 -2.527 4.577 -0.01 0.01 0.04
H 9.249 -0.252 4.614 0.00 0.00 0.01
H 7.556 -0.067 5.047 -0.02 -0.02 -0.02
H 6.661 -1.834 2.541 0.00 0.00 0.00
H 6.757 -0.448 1.483 0.05 -0.04 -0.02
H 5.498 -0.384 4.278 -0.03 -0.06 -0.02
H 4.649 -0.433 2.729 0.00 0.02 -0.02
H 5.626 0.982 3.167 -0.02 0.00 -0.02
C -1.704 3.277 -5.160 0.04 -0.05 -0.01
C -2.878 2.401 -4.752 -0.04 0.04 0.00
O -2.612 1.015 -4.804 -0.03 -0.05 -0.07
C -1.551 0.555 -3.964 0.09 0.00 0.04
C -1.763 0.820 -2.489 -0.13 0.02 0.06
H -1.369 3.025 -6.168 0.00 0.01 -0.01
H -2.003 4.327 -5.144 -0.01 0.00 -0.02
H -0.856 3.162 -4.485 -0.02 0.02 0.03
H -3.708 2.552 -5.445 0.00 0.01 0.00
H -3.236 2.692 -3.757 0.03 -0.02 0.01
H -0.595 0.976 -4.289 -0.01 0.02 0.00
H -1.500 -0.518 -4.146 -0.02 -0.01 -0.01
H -1.810 1.887 -2.263 0.07 0.01 -0.01
H -0.935 0.398 -1.920 0.04 -0.03 0.00
H -2.696 0.364 -2.146 -0.01 -0.01 -0.02
C -0.849 -0.064 1.708 -0.07 0.07 0.29
C -1.124 -1.543 1.516 -0.03 0.01 -0.15
O -0.889 -2.337 2.675 -0.01 -0.06 0.02
C -1.639 -1.994 3.818 -0.05 0.07 0.02
C -3.145 -2.090 3.625 -0.04 -0.01 -0.01
H 0.183 0.097 2.017 0.03 -0.04 -0.07
H -1.010 0.468 0.771 0.04 -0.05 -0.04
H -1.508 0.375 2.464 -0.05 0.02 -0.05
H -0.453 -1.937 0.757 0.07 0.02 0.03
H -2.151 -1.692 1.158 -0.01 -0.01 0.04
H -1.366 -0.992 4.174 -0.03 0.00 -0.01
H -1.327 -2.697 4.592 0.03 -0.01 -0.01
H -3.503 -1.397 2.862 0.01 0.04 0.02
H -3.662 -1.853 4.557 0.04 0.00 0.03
H -3.422 -3.099 3.316 -0.01 0.00 0.00
C -1.842 1.972 6.296 -0.01 -0.05 0.09
C -3.187 1.405 5.875 0.08 0.07 -0.05
O -3.612 0.295 6.649 -0.05 -0.05 -0.08
C -3.777 0.530 8.033 0.03 -0.02 0.06
C -4.799 1.603 8.370 -0.03 0.00 -0.08
H -1.073 1.200 6.250 0.01 0.01 -0.03
H -1.558 2.786 5.629 0.01 -0.02 -0.03
H -1.862 2.367 7.313 -0.02 0.05 -0.02
H -3.113 1.032 4.852 -0.05 -0.07 0.02
H -3.953 2.189 5.874 0.01 0.00 0.03
H -2.815 0.764 8.504 0.00 0.02 -0.03
H -4.103 -0.429 8.438 0.00 0.00 0.01
H -4.506 2.583 7.992 0.03 0.01 0.04
H -4.906 1.683 9.453 -0.01 -0.01 0.00
H -5.771 1.353 7.942 -0.01 0.00 0.00
C -1.501 1.506 -9.865 0.02 -0.01 0.07
C -1.746 0.021 -10.083 -0.01 0.02 -0.05
O -1.494 -0.782 -8.949 -0.02 -0.05 -0.01
C -2.272 -0.485 -7.796 0.00 0.06 0.07
C -3.769 -0.632 -7.998 0.00 -0.04 -0.07
H -0.475 1.678 -9.537 0.00 0.01 0.00
H -1.666 2.049 -10.798 0.02 -0.01 -0.01
H -2.170 1.924 -9.113 -0.03 0.00 -0.03
H -1.066 -0.356 -10.848 0.00 0.00 -0.01
H -2.766 -0.140 -10.456 -0.01 0.00 0.03
H -2.041 0.514 -7.416 0.01 0.00 0.00
H -1.936 -1.190 -7.037 0.04 0.00 -0.01
H -4.157 0.067 -8.741 0.00 0.04 0.04
H -4.277 -0.434 -7.053 0.01 -0.01 0.01
H -4.016 -1.643 -8.327 -0.01 -0.01 0.01
```
Positions in Å, forces in eV/Å.

Summary:
E_tot (eV): -41012.9952
Total charge: -1
Orbital gap (eV): 5.47
ΔE to the lowest compared entry with this formula, charge and spin (kcal/mol): 0.0
2S+1: 1
HOMO (eV): -3.140
Max |F| (eV/Å): 3.93

Löwdin population analysis, charges in e, atoms 1 to 2: N -0.047; C -0.322

No. 2
Below is a 4-piece molecular cluster, C22H56FN4OPSi overall, with properties calculated with wB97M-V/def2-TZVPD.

```
86
Properties=species:S:1:pos:R:3:forces:R:3
C -4.763 -2.712 -2.652 0.19 -0.43 1.34
Si -6.038 -2.830 -4.141 2.22 -0.29 -0.91
C -5.906 -1.163 -5.096 -0.05 1.06 -0.37
C -5.480 -4.381 -5.165 0.85 -0.27 -0.68
P -8.024 -3.086 -3.172 -1.07 0.25 0.30
F -9.617 -3.233 -2.385 1.75 0.04 -0.22
N -8.856 -3.355 -4.738 -6.70 3.52 1.15
C -10.084 -2.691 -4.628 -0.10 5.56 0.36
O -10.998 -1.685 -4.545 7.18 -8.83 -1.03
H -3.991 -3.621 -2.682 -1.55 2.15 -0.02
H -5.306 -2.818 -1.596 1.14 0.37 -2.11
H -4.225 -1.669 -2.688 -0.87 -2.16 0.21
H -4.960 -0.604 -4.693 -1.82 -0.88 -0.79
H -6.869 -0.516 -4.827 2.10 -1.17 -0.86
H -5.773 -1.288 -6.260 -0.51 0.33 2.35
H -5.451 -5.317 -4.458 -0.04 1.67 -1.51
H -4.369 -4.138 -5.528 -2.28 -0.69 0.78
H -6.120 -4.582 -6.124 1.14 0.25 1.91
H -7.454 -4.143 -2.348 -1.02 0.58 -0.05
H -7.880 -1.715 -2.683 -0.58 -1.05 0.22
C -1.920 -1.947 -4.770 0.15 -0.06 0.03
C -1.182 -0.712 -4.256 0.11 -0.31 0.10
N -0.050 -1.014 -3.373 0.02 0.14 0.32
C 0.479 0.173 -2.691 -0.28 -0.11 0.11
C 1.119 1.257 -3.552 0.24 0.32 0.01
C 0.962 -1.926 -3.906 -0.27 -0.26 0.01
C 1.666 -1.523 -5.198 0.33 -0.06 -0.24
H -2.279 -2.566 -3.943 0.15 0.07 -0.10
H -2.788 -1.638 -5.361 0.09 0.01 0.04
H -1.288 -2.560 -5.419 -0.05 0.02 0.05
H -1.915 -0.116 -3.699 0.29 0.07 0.11
H -0.873 -0.109 -5.115 -0.05 0.14 -0.17
H 1.202 -0.141 -1.927 -0.05 -0.17 -0.16
H -0.341 0.632 -2.123 -0.05 -0.16 -0.15
H 2.115 0.968 -3.893 -0.12 0.04 -0.06
H 1.241 2.172 -2.960 -0.03 -0.14 -0.08
H 0.510 1.515 -4.423 0.06 -0.06 0.07
H 0.495 -2.905 -4.064 -0.10 0.17 0.02
H 1.722 -2.117 -3.137 -0.21 0.24 0.05
H 0.978 -1.117 -5.944 0.02 -0.02 0.09
H 2.147 -2.401 -5.644 -0.07 0.11 0.05
H 2.454 -0.790 -5.016 -0.12 0.01 -0.10
C -0.366 -1.253 1.328 0.12 -0.03 -0.03
C 0.650 -0.970 2.434 0.02 -0.28 -0.18
N 1.776 -1.909 2.469 0.12 -0.15 0.28
C 2.595 -1.781 3.680 -0.30 -0.17 0.03
C 3.355 -0.474 3.884 0.30 0.19 0.21
C 2.529 -2.064 1.225 -0.32 -0.17 -0.12
C 3.176 -0.816 0.631 0.28 0.15 -0.25
H -0.763 -2.269 1.408 0.12 0.08 -0.03
H -1.206 -0.556 1.413 0.12 -0.06 0.02
H 0.066 -1.121 0.333 -0.06 -0.05 0.03
H 0.107 -1.034 3.385 0.32 -0.06 0.03
H 0.992 0.065 2.335 -0.02 0.24 0.00
H 3.308 -2.613 3.725 -0.12 0.05 -0.22
H 1.940 -1.930 4.549 -0.09 0.04 -0.21
H 4.237 -0.414 3.242 -0.11 0.08 0.01
H 3.714 -0.415 4.919 -0.06 -0.01 -0.13
H 2.731 0.407 3.708 0.04 -0.08 -0.02
H 1.862 -2.495 0.469 -0.08 0.10 0.16
H 3.304 -2.830 1.360 -0.15 0.12 0.26
H 2.516 0.055 0.660 0.02 -0.07 0.03
H 3.426 -0.998 -0.421 -0.03 0.02 0.11
H 4.108 -0.564 1.138 -0.12 0.10 -0.03
C 4.383 6.368 7.139 -0.02 -0.11 0.00
C 4.198 5.800 5.732 0.15 -0.18 0.23
N 4.617 4.402 5.590 0.20 -0.11 -0.25
C 4.674 3.958 4.193 0.25 0.18 0.11
C 3.363 3.905 3.414 -0.18 -0.13 -0.33
C 4.013 3.447 6.520 0.20 0.18 0.25
C 2.492 3.325 6.518 -0.32 -0.23 0.11
H 5.423 6.281 7.466 -0.12 -0.07 -0.04
H 4.116 7.429 7.145 0.02 -0.13 -0.04
H 3.742 5.868 7.869 0.07 0.03 -0.03
H 4.804 6.420 5.060 -0.05 -0.30 -0.11
H 3.154 5.940 5.435 -0.18 0.12 -0.06
H 5.150 2.971 4.145 -0.08 0.08 0.22
H 5.361 4.623 3.653 -0.08 0.06 0.21
H 2.757 3.042 3.697 -0.02 0.12 0.01
H 3.576 3.803 2.342 -0.02 0.02 0.15
H 2.764 4.811 3.538 0.06 -0.09 0.02
H 4.333 3.706 7.536 0.00 0.13 -0.16
H 4.445 2.452 6.353 0.05 0.23 -0.22
H 1.991 4.296 6.470 0.07 -0.06 -0.01
H 2.162 2.835 7.442 0.04 0.07 -0.11
H 2.137 2.709 5.690 -0.05 0.14 0.03
```
Positions in Å, forces in eV/Å.

Summary:
E_tot (eV): -51609.5689
Orbital gap (eV): 7.57
2S+1: 1
HOMO (eV): -8.168
Max |F| (eV/Å): 11.43

Löwdin population analysis, charges in e, atoms 1 to 2: C -0.256; Si 0.352

No. 3
Below is C22H58F2K2O20S6Zn as an isolated structure, with properties calculated with wB97M-V/def2-TZVPD.

```
111
Properties=species:S:1:pos:R:3:forces:R:3
Zn -0.925 -1.198 -1.403 1.85 -0.16 0.79
K 2.947 -3.426 -0.296 -0.46 0.67 0.42
K 1.814 -0.588 1.900 0.19 -0.73 -0.60
C 5.562 -0.385 2.273 -0.01 -0.69 0.19
C 5.445 -1.174 1.006 -0.72 -0.81 -1.78
O 4.284 -1.039 0.269 -0.89 0.24 0.25
H 5.549 0.678 2.030 0.19 0.05 0.42
H 6.473 -0.761 2.739 0.35 0.70 0.26
H 4.772 -0.644 2.977 -0.32 0.18 0.00
H 5.633 -2.238 1.148 0.04 -0.75 1.02
H 6.320 -0.979 0.385 0.64 0.79 -0.33
C 2.549 -5.440 2.934 -1.64 0.24 0.26
C 1.245 -4.780 2.308 1.09 2.13 -0.61
O 1.300 -3.378 2.145 0.63 -0.31 0.28
H 2.679 -5.158 3.979 0.02 0.53 -0.03
H 3.450 -5.165 2.385 -0.07 0.02 -0.09
H 2.455 -6.523 3.012 0.03 -0.25 -0.48
H 0.300 -5.008 2.801 0.01 -0.75 0.82
H 1.101 -5.154 1.295 0.10 -1.01 -0.51
F 0.441 -2.611 -1.646 -0.34 0.11 0.20
F 0.026 0.106 -0.291 -0.01 -0.13 0.19
O -4.528 -2.532 1.004 2.79 -0.21 0.54
S -3.075 -2.599 1.194 -0.01 -0.27 1.27
O -2.201 -1.923 0.244 -0.90 -0.78 1.18
O -2.807 -1.974 2.690 -1.28 -0.22 -1.61
C -1.488 -1.797 3.262 -0.26 1.46 0.64
C -1.599 -0.722 4.424 0.42 -2.24 -0.93
C -2.464 -4.305 1.434 -0.24 -0.50 -0.03
H -0.834 -1.367 2.504 0.09 -0.61 -0.13
H -1.183 -2.774 3.637 0.48 0.27 -0.14
H -0.585 -0.678 4.820 0.12 0.47 -0.08
H -2.165 -1.183 5.234 -0.47 0.50 -0.07
H -1.957 0.241 4.057 -0.02 -0.16 0.23
H -3.273 -5.019 1.589 -0.46 0.45 -0.38
H -1.861 -4.461 2.329 0.21 0.90 -0.01
H -1.863 -4.642 0.589 -0.16 0.46 -0.13
O -2.529 0.101 -1.374 -2.25 2.99 0.23
S -3.409 1.224 -0.978 -1.55 -2.17 1.20
O -3.194 2.574 -1.406 0.09 -0.87 -0.20
O -4.983 0.819 -1.417 2.84 0.65 0.89
C -5.427 -0.519 -1.076 -1.70 -0.69 -0.48
C -6.455 -0.540 0.114 1.17 0.54 -1.16
C -3.600 1.213 0.873 1.01 -0.96 -1.44
H -4.676 -1.309 -1.051 0.54 0.64 0.47
H -5.952 -0.734 -2.007 -0.41 -0.36 0.14
H -6.838 -1.540 0.317 0.13 0.05 -0.28
H -7.255 0.124 -0.214 -0.16 -0.02 0.42
H -5.982 -0.180 1.028 -0.19 0.04 -0.03
H -3.765 0.188 1.205 -0.44 -0.03 -0.34
H -4.406 1.879 1.182 0.48 0.16 -0.13
H -2.573 1.373 1.200 -0.13 0.82 0.29
O -2.246 -2.215 -2.662 -1.68 -1.03 -0.86
S -2.917 -3.488 -2.814 0.01 -3.75 0.30
O -3.560 -4.155 -1.629 1.19 2.15 -3.16
O -3.888 -3.449 -4.131 0.50 0.81 1.49
C -4.705 -4.607 -4.430 -0.82 -0.18 0.76
C -5.423 -4.367 -5.737 0.22 -0.84 -0.48
C -1.705 -4.721 -3.480 -0.07 1.13 1.90
H -5.471 -4.755 -3.669 -0.06 0.75 0.34
H -4.189 -5.560 -4.312 0.70 0.18 -0.72
H -6.257 -5.069 -5.717 -0.47 0.41 0.00
H -4.906 -4.680 -6.645 0.58 0.25 0.17
H -5.727 -3.328 -5.865 -0.21 -0.19 0.24
H -1.008 -4.624 -2.647 0.48 -0.35 -0.01
H -1.162 -4.427 -4.378 -0.61 0.13 -0.06
H -2.150 -5.716 -3.447 -0.01 0.26 -0.28
O 3.755 3.877 -1.540 2.13 0.97 1.69
S 5.066 3.707 -0.862 -0.30 -2.51 -1.01
O 6.316 4.002 -1.546 -1.79 0.78 1.23
O 5.143 4.288 0.689 2.77 -0.01 -3.10
C 4.049 4.221 1.539 -1.32 1.08 -0.17
C 4.492 4.531 2.981 -0.06 -1.56 -1.47
C 5.089 1.950 -0.508 0.16 0.10 0.67
H 3.590 3.251 1.348 -0.42 0.05 0.85
H 3.444 5.031 1.132 -1.02 -0.17 0.53
H 5.368 3.894 3.099 0.19 0.21 0.48
H 3.694 4.117 3.597 0.15 0.58 0.39
H 4.752 5.582 3.108 -0.23 -0.19 0.17
H 5.982 1.674 0.053 -0.02 0.32 0.08
H 5.099 1.310 -1.391 -0.31 0.49 -0.18
H 4.208 1.743 0.099 0.07 -0.30 -0.19
O 1.539 2.021 2.250 -1.63 2.26 0.55
S 0.507 3.080 2.269 3.32 0.25 -1.67
O -0.756 2.785 2.843 -0.63 0.25 0.20
O 1.227 4.415 3.074 -0.45 -3.85 -1.80
C 0.590 5.650 3.079 -0.97 0.80 1.03
C 1.465 6.518 3.956 -0.24 1.30 -0.22
C 0.366 3.700 0.491 -0.63 -0.21 1.52
H -0.419 5.593 3.488 -0.11 -0.31 0.42
H 0.388 6.104 2.109 0.81 -0.22 -0.46
H 1.232 7.511 3.572 0.48 0.42 0.35
H 2.535 6.328 3.869 -0.17 -0.07 -0.43
H 1.256 6.540 5.025 -0.37 -0.44 -0.12
H 1.347 3.892 0.056 0.01 -0.02 0.32
H -0.279 4.578 0.540 0.24 0.13 -0.05
H -0.183 2.949 -0.078 0.19 -0.39 0.25
O -0.237 -0.269 -3.155 2.44 0.52 -1.96
S 1.022 0.062 -3.880 -0.33 1.34 -0.77
O 1.542 -0.680 -5.010 -1.20 0.44 1.37
O 0.724 1.627 -4.533 2.00 -4.39 0.57
C 0.182 2.511 -3.634 -1.37 0.47 1.08
C 0.195 3.792 -4.328 -1.00 1.76 -0.01
C 2.388 0.436 -2.740 -1.32 -0.24 0.30
H 0.706 2.749 -2.708 0.60 -1.00 0.26
H -0.818 2.175 -3.357 -0.16 0.07 0.01
H 1.176 4.253 -4.211 -0.12 0.15 -0.50
H -0.545 4.353 -3.757 0.10 0.77 -0.17
H -0.171 3.737 -5.354 0.30 0.01 -0.02
H 3.100 1.073 -3.265 -0.26 0.01 0.11
H 2.854 -0.443 -2.296 -0.11 -0.30 -0.48
H 1.843 0.876 -1.904 0.33 0.51 0.09
```
Positions in Å, forces in eV/Å.

Summary:
E_tot (eV): -216215.7196
Orbital gap (eV): 6.78
2S+1: 1
HOMO (eV): -6.766
Max |F| (eV/Å): 4.85

Löwdin population analysis, charges in e, atoms 1 to 2: Zn 0.563; K 0.790